Entry 1:
6 unconnected molecules or ions with the total composition C22H59N3O8 at a distorted geometry, computed with ωB97M-V/def2-TZVPD.

Structure (XYZ):
```
92
Properties=species:S:1:pos:R:3:lowdin_charge:R:1
H -8.69446 7.73109 5.38684 0.117
O 5.60825 2.05894 -3.71939 -0.216
H 4.31051 -3.86312 -1.91597 0.075
H -2.64850 -8.92879 0.25425 0.105
C -8.00402 5.45641 1.02504 -0.182
H -6.11295 0.37663 5.82973 0.073
H -10.67211 7.58101 3.54654 0.115
H 5.69239 -2.85799 -2.08872 0.075
H -7.28757 5.01040 1.71487 0.117
O 9.91411 0.73745 -5.44598 -0.193
N -8.81330 6.62541 3.11718 -0.089
H -1.43314 -10.51030 -0.68660 0.076
H -3.28030 1.37317 5.28138 0.105
H -9.03807 6.06169 5.60238 0.115
H -1.50051 -1.92813 1.99114 0.076
C 6.33751 -4.79767 -1.31419 -0.459
H -0.28041 -2.99505 0.34789 0.108
C 6.39246 -8.25386 -0.17911 -0.080
H 7.38972 -5.84959 -2.63321 0.066
H -0.84290 -1.43559 -0.14151 0.114
C -2.11689 -2.35717 1.20113 -0.098
C -10.04491 6.76307 3.90106 -0.181
H 3.86838 2.57902 -4.93630 0.084
H -10.05546 5.62824 1.79800 0.112
H -10.64336 5.85440 3.83562 0.113
C -1.65980 -8.53782 0.01403 -0.334
H 6.30341 -8.18201 0.90486 0.082
H 9.02181 3.14835 -4.60074 0.102
H 10.53134 0.88221 -3.45541 0.121
O 6.91226 -6.96478 -0.63962 -0.175
C 9.62832 0.59294 -3.99298 -0.184
H 7.04269 -9.09733 -0.41119 0.083
N 8.72898 2.90379 -3.66557 -0.059
C 7.50520 3.62855 -3.30598 -0.195
N 6.77595 -5.04765 -2.64990 0.024
C -1.17648 -2.45777 0.03726 -0.389
H 5.18511 -3.40577 -0.42945 0.071
H 7.35260 3.37849 -2.25608 0.122
H 4.99473 -6.39236 -1.39895 0.124
H -2.29870 -8.63101 -1.90242 0.092
C 8.51526 1.46520 -3.56348 -0.241
H -1.85293 -3.99212 -0.96212 0.091
H -5.66672 0.72908 4.18895 0.084
H 5.32359 -5.87369 0.22986 0.125
H -2.54484 -3.33160 1.43664 0.072
C 10.85260 -0.12340 -6.06295 -0.132
H -4.05162 3.40230 5.63771 0.092
H -7.51562 6.12781 0.31878 0.122
C -5.25756 0.44064 5.15719 -0.074
H -8.50571 2.79821 -0.66982 0.096
C -0.89439 -9.81914 -0.03841 -0.120
H 11.89269 0.20074 -6.02780 0.077
C -9.11904 6.18594 1.81205 -0.238
H 4.14270 0.85520 -4.59057 0.086
H -1.30150 -7.86483 0.79301 0.118
H 5.95937 -5.34920 -3.16211 0.073
H -11.75794 8.76004 7.05528 0.087
C 5.29136 -3.66965 -1.48168 -0.063
H 6.47707 3.10980 -5.15784 0.125
H 5.56266 4.05698 -4.18019 0.112
H -9.31235 7.03432 1.15557 0.115
H 5.38990 -8.47748 -0.54378 0.079
H -3.98405 1.39145 6.67821 0.107
H -4.70939 -0.47376 5.38408 0.082
C -4.30412 1.47940 5.63998 -0.412
H -2.96327 -1.72560 0.93122 0.076
O -8.70991 4.52741 0.20741 -0.183
C -7.86468 3.62219 -0.35636 -0.165
H -7.05744 3.22311 0.25781 0.082
H 10.73695 -1.19698 -5.91410 0.085
O -1.73744 -3.04449 -1.06343 -0.051
H -0.59141 -10.24297 0.91902 0.076
H -0.02125 -9.58881 -0.64888 0.075
H 3.70962 2.03033 -3.32613 0.085
C 6.28616 3.24635 -4.09342 -0.241
H -10.09827 9.20593 6.75562 0.088
H 10.66847 0.06255 -7.12107 0.078
C 4.29991 1.87124 -4.22854 -0.104
H 7.16774 -4.41759 -0.71890 0.142
H 8.51303 1.29457 -2.48692 0.131
H 9.30741 -0.39672 -3.66788 0.122
H 7.68056 4.69370 -3.45695 0.119
H -8.16396 5.98971 3.55801 0.103
H 7.62588 1.14909 -4.10862 0.116
C 5.79736 -6.08412 -0.72897 -0.242
O -4.73302 2.75753 5.43384 -0.057
H -7.26965 4.07947 -1.14689 0.086
H -11.36287 9.11262 5.38807 0.084
C -10.95988 8.70442 6.31493 -0.109
C -9.51557 7.01437 5.37329 -0.204
O -10.60186 7.35275 6.20229 -0.201
O -1.66366 -8.18020 -1.34108 -0.087
```

- LUMO: 0.4 eV
- Frontier orbital gap: 0.3319 Eh
- Relative energy (zero: lowest compared OMol25 entry of this formula, charge and spin): 2.223 eV
- Calculated total energy: -44612.893 eV
- F_max: 0.0657 hartree/bohr

---

Entry 2:
A molecular structure, C21H43O2PPdS2SeSi2Te, computed with ωB97M-V/def2-TZVPD.

Structure (XYZ):
```
74
Properties=species:S:1:pos:R:3:mulliken_spin:R:1
H -3.68992 -1.87856 2.54470 0.001
Si -4.25929 0.02263 1.07401 -0.008
H -6.03419 1.65196 1.74693 0.000
C 0.82738 -4.89823 -0.36370 -0.004
P 3.93425 1.39171 0.14754 -0.023
C 0.99036 -5.94288 0.53420 0.007
H 0.87719 -5.10375 -1.43009 0.000
H -1.01359 5.25728 -2.83384 0.000
H -2.02255 -0.72152 0.26052 0.004
O 3.90089 1.25550 -1.46783 -0.004
C 0.60135 -3.58810 0.04738 0.010
C -4.13616 -0.89322 2.69721 0.003
H -4.00290 4.04040 -1.34073 0.000
C 0.70341 -4.34456 2.34197 -0.006
C 1.23323 -7.34928 0.05183 -0.001
H 0.48090 2.18488 -1.77601 0.002
H -0.33745 -3.72345 4.12009 -0.001
S 3.84544 -0.36406 1.02854 0.102
H -4.41525 2.30883 2.01282 0.001
H -5.11763 -1.02448 3.15908 0.000
H -0.59603 2.24504 -3.18556 -0.001
H 4.83042 3.69357 -0.78776 -0.004
C -0.55826 2.11133 -2.10019 -0.001
Si -1.58773 3.41978 -1.25493 -0.004
H 6.20406 5.25975 0.57324 -0.001
O 5.40812 2.01095 0.29177 -0.003
H 0.08224 5.24219 -1.44703 0.000
H -2.40027 3.81835 1.05944 0.004
H 0.39379 -7.71599 -0.54405 0.000
H 0.73223 -1.56989 -0.69326 -0.015
C -5.32881 -0.95722 -0.12311 0.001
H -3.81602 2.31325 -1.64658 0.000
C -0.95961 5.11779 -1.75123 -0.001
H -5.42910 -0.43416 -1.07742 0.000
H 1.04875 -6.43652 2.61477 0.000
S 2.54690 2.70880 0.70627 0.080
H 0.89965 -2.82611 -1.93377 0.000
H -0.68754 -2.45199 -1.24157 0.001
H -6.33224 -1.12284 0.27645 0.000
C 5.68038 3.32744 -0.20874 0.009
C 2.93090 0.72951 -3.57708 -0.001
C 0.92197 -5.64104 1.88571 -0.003
Te -1.25505 1.40851 1.55671 0.098
C 0.54121 -3.29515 1.42024 0.005
H 0.85412 -5.01669 4.37445 0.001
H -3.42380 3.47892 -2.91153 0.000
C -2.55694 0.22930 0.33088 0.003
C 2.88211 0.46911 -2.08950 0.006
H 5.11627 4.31302 1.60736 0.002
H 2.12605 -7.40528 -0.57512 0.000
C -5.02770 1.71749 1.32755 0.003
Se 0.18329 -1.54069 2.11413 0.128
C 0.37936 -2.54751 -1.01493 0.021
H -0.90743 1.10301 -1.86991 -0.002
H 3.06146 -0.58188 -1.85599 0.001
Pd 1.36403 0.46953 1.03797 0.602
H -3.49345 -0.35501 3.39684 0.000
H -0.63888 3.85815 0.96791 0.000
H 2.71725 1.77756 -3.79103 0.000
H 1.36279 -3.32968 4.11692 0.000
H 6.83611 3.89560 1.51703 0.000
C 0.64509 -4.09762 3.82384 -0.002
H -1.54962 5.90710 -1.27874 0.000
H -2.58523 0.67893 -0.66215 -0.003
H -5.09118 2.25839 0.37984 0.000
C -3.37500 3.29442 -1.83484 0.001
H 3.91748 0.48792 -3.97487 0.000
H 2.18821 0.11178 -4.08508 0.000
H 1.37017 -8.03197 0.89135 0.000
C 5.98055 4.25762 0.94605 -0.003
C -1.53007 3.32403 0.62347 0.001
H 1.90469 0.73979 -1.67698 -0.005
H -4.88155 -1.93385 -0.32253 0.000
H 6.53642 3.23204 -0.87934 0.000
```

- LUMO (alpha / beta): 2.3 / 2.3 eV
- Frontier orbital gap (alpha / beta): 0.2015 / 0.2297 Eh
- Relative energy (zero: lowest compared OMol25 entry of this formula, charge and spin): 0.217 eV
- Calculated total energy: -149411.789 eV
- Multiplicity: 2
- Net charge: -1
- F_max: 0.0085 hartree/bohr

---

Entry 3:
A single C3H5N3 molecule at a distorted geometry, computed with ωB97M-V/def2-TZVPD.

Structure (XYZ):
```
11
Properties=species:S:1:pos:R:3:lowdin_charge:R:1
C 0.98249 -0.19641 1.46425 -0.087
N 0.01440 -0.97461 -0.50926 0.035
N 0.27423 -0.01493 0.22272 -0.128
C -1.34744 0.57914 -1.44812 -0.189
H 1.88448 -0.79684 1.33628 0.075
H -1.07964 -1.40270 -2.33745 0.072
H 0.31902 -0.66059 2.20107 0.082
N -1.17581 1.39928 -0.53512 0.146
H -0.45949 2.07811 -0.77724 0.086
H 1.23675 0.80683 1.81846 0.072
C -0.87990 -0.66682 -1.57834 -0.164
```

- LUMO: 0.6 eV
- Frontier orbital gap: 0.3514 Eh
- Relative energy (zero: lowest compared OMol25 entry of this formula, charge and spin): 4.068 eV
- Calculated total energy: -7658.387 eV
- F_max: 0.0227 hartree/bohr

---

Entry 4:
A single C5H8O molecule, computed with ωB97M-V/def2-TZVPD.

Structure (XYZ):
```
14
Properties=species:S:1:pos:R:3:lowdin_charge:R:1
H 0.43464 -1.23214 -2.83630 0.081
H 1.28790 0.08538 -1.99158 0.089
C -0.96981 1.76224 1.98219 -0.108
O 1.34663 -1.90426 -0.39709 -0.036
C -0.52187 0.69167 1.09407 -0.071
C 0.15948 -1.18671 -0.68762 -0.465
H -0.69156 -1.88198 -0.76477 0.141
C 0.36283 -0.49693 -2.03013 -0.050
H -1.84944 1.45339 2.55384 0.076
H 1.25572 -2.27861 0.48748 0.094
H -0.18572 2.03996 2.69393 0.078
H -0.47376 0.17914 -2.22777 0.085
C -0.17561 -0.18194 0.33882 0.009
H -1.23393 2.65099 1.40047 0.078
```

- LUMO: 0.9 eV
- Frontier orbital gap: 0.3852 Eh
- Relative energy (zero: lowest compared OMol25 entry of this formula, charge and spin): 1.890 eV
- Calculated total energy: -7360.365 eV
- F_max: 0.0102 hartree/bohr

---

Entry 5:
A single C6H10O molecule, computed with ωB97M-V/def2-TZVPD.

Structure (XYZ):
```
17
Properties=species:S:1:pos:R:3:lowdin_charge:R:1
H 0.57926 -1.01081 1.73970 0.077
H -0.19249 2.64831 1.63410 0.092
C 1.08526 -0.05726 -0.92138 -0.074
C -0.17470 -0.13902 -0.13185 -0.604
H -2.22502 -0.29924 -0.84384 0.090
C -1.21159 -0.44832 -1.22112 -0.024
H 0.18245 -2.19032 0.48604 0.092
H -1.12336 -1.36254 1.37091 0.095
C 0.22811 1.66322 1.41633 -0.099
C -0.12571 -1.24039 0.93405 -0.023
H -1.08137 -1.47517 -1.57399 0.094
H -1.03874 0.22671 -2.06303 0.090
H 2.37531 -0.16671 -2.78505 0.031
H 0.21449 1.07294 2.34398 0.082
C 1.81997 -0.11236 -1.87597 0.134
H 1.26906 1.78390 1.08386 0.092
O -0.58094 1.10707 0.40726 -0.147
```

- LUMO: 1.0 eV
- Frontier orbital gap: 0.4046 Eh
- Relative energy (zero: lowest compared OMol25 entry of this formula, charge and spin): 2.115 eV
- Calculated total energy: -8429.125 eV
- F_max: 0.0114 hartree/bohr

---

Entry 6:
9 unconnected molecules or ions with the total composition C46H41F7N2 at a distorted geometry, computed with ωB97M-V/def2-TZVPD.

Structure (XYZ):
```
96
Properties=species:S:1:pos:R:3:lowdin_charge:R:1
C 1.37254 1.17179 2.71030 -0.084
H -4.56988 1.85717 0.73461 0.120
C 4.92289 -3.70879 -0.51601 -0.082
C 2.81922 2.89414 3.57233 -0.081
H 4.00809 1.17218 0.95566 0.089
H 1.14557 0.14086 2.46029 0.099
H 0.18688 -6.86375 6.01902 0.119
H 2.90055 1.39365 -3.85123 0.120
F -0.38838 4.29319 2.65834 0.060
C 4.19046 -2.36651 -2.85302 -0.006
H 3.87684 -1.83692 -3.74233 0.118
H 4.77891 2.76575 -3.00000 0.106
C -5.80293 2.09150 2.47962 -0.085
F -1.79034 -5.82232 4.82335 0.061
H -2.74938 0.60926 4.35641 0.115
C 2.62089 1.56421 3.23207 -0.094
C -1.66284 -4.02873 -0.90089 -0.277
H 2.29976 -2.06756 -1.87203 0.086
H -0.35389 0.55439 -0.32808 0.063
C 0.47800 -6.29767 5.13957 -0.036
H 3.40839 0.84252 3.39833 0.103
C 4.23875 2.12174 -2.31922 -0.078
C 2.70938 0.64466 -0.57678 -0.027
C -0.44218 6.09817 -1.36106 -0.075
F -2.51528 0.79002 1.82336 0.034
C -1.01026 5.59949 -2.55021 -0.013
H -0.20720 -5.01896 0.23748 0.051
H 5.52989 2.52453 -0.70265 0.102
C -4.79249 1.41534 4.56371 -0.077
H -3.07165 2.79787 -6.51578 0.105
C 5.82979 -3.57990 -1.56138 -0.016
H -0.57031 7.13726 -1.09357 0.105
H -0.62018 2.27865 -2.01005 0.102
C -0.02423 3.82471 -0.69863 -0.065
N -2.26717 -3.10152 -1.21093 0.156
H 6.82569 -3.98098 -1.42902 0.112
H -1.86178 -0.30027 -0.04615 0.074
C 1.14516 -4.80847 2.91533 -0.094
H -6.70317 2.25705 4.47148 0.100
C -1.11843 4.24813 -2.76901 -0.283
F 1.27170 0.08047 -2.40803 0.048
H 3.73939 3.23027 4.03256 0.106
F -2.87327 -0.16497 -3.09000 0.046
H -0.65993 -5.77941 -1.43587 0.086
H -0.96041 -4.58124 2.60085 0.106
C -4.62976 1.81415 1.81556 -0.019
H -1.28050 6.36405 -3.26909 0.114
H 0.35323 5.53054 0.53965 0.095
H -5.46811 -0.24592 -3.44708 0.116
H 1.94485 4.86818 3.70280 0.119
C -5.62005 1.08011 -5.09060 -0.088
C -5.87737 1.92648 3.85536 -0.095
C -0.11241 -1.39089 0.13623 -0.284
C 0.05391 5.19814 -0.44659 -0.089
C 3.62009 -3.26368 -0.69720 -0.101
C 3.17178 1.37022 -2.80208 -0.018
C 1.79566 -6.25119 4.74983 -0.085
H 1.46654 -4.15199 2.11846 0.063
C -3.60033 1.20199 2.50524 -0.279
H -6.61692 2.51465 1.90545 0.107
H -4.74756 1.53598 5.63729 0.103
H 2.89491 -3.31008 0.10776 0.070
N 0.50194 -2.21141 0.64510 0.182
C -0.51464 -5.66668 4.42528 -0.278
C 3.79707 1.34841 -0.08785 -0.056
H 5.25473 -4.01635 0.46609 0.102
H -0.88765 -0.51162 -1.61145 0.064
C -0.18989 -4.96634 3.25795 -0.015
F -1.67439 3.78159 -3.89762 0.060
C -3.62304 1.03611 3.88465 -0.003
C -4.93242 1.89406 -5.97018 -0.108
C 2.35723 0.70391 -1.91832 -0.305
C 5.41959 -2.96726 -2.74534 -0.291
H -0.52100 1.91500 1.96684 0.098
C -3.53132 0.54103 -4.02925 -0.275
C -2.84481 1.36116 -4.90757 -0.024
C 3.28139 -2.51333 -1.79911 -0.085
H 0.39830 3.13040 0.01536 0.084
H 2.05982 0.08150 0.08425 0.085
C -4.91065 0.40764 -4.10590 -0.017
C 2.12589 -5.46151 3.65723 -0.096
H -5.44209 2.50120 -6.71079 0.100
C 0.38854 2.09116 2.53077 -0.034
H -6.68713 0.94794 -5.20067 0.104
C 1.81658 3.83769 3.39701 -0.017
C -0.56171 3.35300 -1.88088 -0.006
F 6.19484 -3.00028 -3.83675 0.062
H -1.67243 -5.86679 -0.01503 0.088
C -3.56631 2.11103 -5.84584 -0.079
C -0.93795 -5.23993 -0.53695 -0.056
H 2.57969 -6.72670 5.32211 0.106
H -1.77698 1.50828 -4.84062 0.107
H 3.14969 -5.41736 3.30356 0.098
C -0.89814 -0.37533 -0.53789 -0.074
C 0.63026 3.43379 2.84023 -0.289
C 4.58592 2.07423 -0.98204 -0.081
```

- LUMO: 0.6 eV
- Frontier orbital gap: 0.3569 Eh
- Relative energy (zero: lowest compared OMol25 entry of this formula, charge and spin): 0.000 eV
- Calculated total energy: -70367.998 eV
- F_max: 0.0403 hartree/bohr

---

Entry 7:
A molecular structure, C2F2O3PmS at a distorted geometry, computed with ωB97M-V/def2-TZVPD.

Structure (XYZ):
```
9
Properties=species:S:1:pos:R:3:mulliken_spin:R:1
S -0.11849 -1.28128 -1.01087 -0.002
F 1.13902 0.97410 -1.62375 0.002
C -0.16489 0.49234 -1.42206 -0.017
Pm -1.50707 0.92051 0.77546 5.047
C 1.61932 -0.42554 2.62350 -0.005
O 1.31420 0.60810 2.17549 -0.004
O -0.83214 -1.16108 0.48361 -0.019
O 1.98076 -1.35288 3.21666 0.001
F -0.72383 0.67357 -2.69747 -0.002
```

- LUMO (alpha / beta): -1.0 / -1.2 eV
- Frontier orbital gap (alpha / beta): 0.2098 / 0.2223 Eh
- Relative energy (zero: lowest compared OMol25 entry of this formula, charge and spin): 0.000 eV
- Calculated total energy: -41038.807 eV
- Multiplicity: 6
- F_max: 0.0256 hartree/bohr

---

Entry 8:
A molecular structure, C11H10ClF3Tl at a distorted geometry, computed with ωB97M-V/def2-TZVPD.

Structure (XYZ):
```
26
Properties=species:S:1:pos:R:3:lowdin_charge:R:1
H -1.51957 4.85476 -2.90437 0.071
C -1.33389 1.91805 -4.53065 -0.234
H -3.35784 1.03964 -4.07821 0.082
C -2.61768 1.83072 -3.90582 -0.265
C -2.81357 3.02739 -3.13583 -0.256
F 1.10334 -0.55645 -3.10491 0.016
H 1.83970 2.51980 -0.71290 0.097
H -0.91671 1.20317 -5.24372 0.080
H 0.24454 2.81794 1.45787 0.093
C -0.74336 3.15995 -4.15207 -0.217
F 0.49460 -2.03696 -1.64242 0.069
H 0.20024 3.55741 -4.53400 0.072
H 3.09406 0.13473 -0.51298 0.090
C -1.65574 3.84342 -3.29719 -0.231
H 2.23847 -1.08004 1.75971 0.101
C 1.66141 1.76810 0.06251 -0.162
C 2.34973 0.52186 0.18605 -0.130
C 1.91361 -0.10421 1.39386 -0.071
H -3.72743 3.30321 -2.59651 0.076
C 0.83635 1.93354 1.22120 -0.159
C 0.00925 -1.08673 -2.45603 -0.530
C 0.98445 0.77069 2.03287 -0.114
F -0.81824 -1.66039 -3.38880 0.050
H 0.49930 0.59732 2.99240 0.093
Cl -2.06173 -0.60435 0.13525 -0.330
Tl -1.09279 1.19847 -1.48136 0.710
```

- LUMO (alpha / beta): 1.2 / 0.7 eV
- Frontier orbital gap (alpha / beta): 0.1972 / 0.1804 Eh
- Relative energy (zero: lowest compared OMol25 entry of this formula, charge and spin): 0.000 eV
- Calculated total energy: -36935.546 eV
- Net charge: -1
- F_max: 0.0581 hartree/bohr